# 1
One molecule with the formula C24H30N4O5 at a distorted geometry. Source: the OMol25 dataset; level of theory: wB97M-V/def2-TZVPD.

Structure (ORCA input):
```
! wB97M-V def2-TZVPD RIJCOSX def2/J DEFGRID3
* xyz 0 1
C 4.85 4.48 -1.56
C 3.46 4.00 -1.96
C 2.77 3.25 -0.82
H 3.38 2.39 -0.53
C 1.37 2.80 -1.22
N 0.70 2.08 -0.15
C 1.06 0.80 0.20
C 0.50 0.17 1.28
C -0.56 0.80 2.03
O -1.19 0.32 2.95
N -0.85 2.09 1.58
C -0.28 2.77 0.55
O -0.62 3.89 0.24
H -1.59 2.58 2.08
N 0.91 -1.14 1.63
C 0.07 -2.21 1.57
O 0.39 -3.31 1.98
C -1.25 -2.01 0.93
C -2.36 -2.79 1.08
C -3.38 -2.18 0.31
C -2.81 -1.08 -0.26
O -1.52 -0.97 0.10
C -3.38 -0.04 -1.18
H -3.79 0.79 -0.59
O -4.46 -0.50 -1.94
C -4.25 -1.48 -2.87
C -5.38 -1.90 -3.56
C -5.28 -2.88 -4.53
C -4.05 -3.46 -4.82
C -2.93 -3.04 -4.14
C -3.02 -2.05 -3.16
H -2.12 -1.76 -2.64
H -1.97 -3.48 -4.35
H -3.98 -4.22 -5.58
H -6.17 -3.20 -5.06
H -6.33 -1.44 -3.32
H -2.58 0.36 -1.81
H -4.39 -2.52 0.19
H -2.43 -3.67 1.68
C 2.17 -1.28 2.34
H 2.36 -2.35 2.42
C 2.14 -0.66 3.75
C 1.10 -1.35 4.63
H 0.10 -1.16 4.25
H 1.27 -2.42 4.65
H 1.16 -0.96 5.64
C 3.54 -0.78 4.36
H 3.81 -1.83 4.47
H 4.28 -0.29 3.74
H 3.55 -0.33 5.35
H 1.89 0.40 3.66
H 2.96 -0.80 1.75
N 2.04 0.17 -0.52
H 2.22 0.49 -1.46
H 2.06 -0.83 -0.40
H 1.39 2.18 -2.13
H 0.75 3.67 -1.42
H 2.69 3.91 0.05
H 2.85 4.86 -2.24
H 3.53 3.35 -2.83
H 5.32 5.01 -2.38
H 5.48 3.63 -1.29
H 4.79 5.15 -0.71
*
```

* relative energy (zero: lowest compared OMol25 entry of this formula, charge and spin): 148.94 kJ/mol
* SMILES: CCCCn1c(N)c(N(CC(C)C)C(=O)c2ccc(COc3ccccc3)o2)c(=O)[nH]c1=O


# 2
One molecule with the formula C3H6O2S at a distorted geometry. Source: the OMol25 dataset; level of theory: wB97M-V/def2-TZVPD.

Structure (ORCA input):
```
! wB97M-V def2-TZVPD RIJCOSX def2/J DEFGRID3
* xyz 0 1
C -0.31 -0.67 -1.66
C 0.31 0.20 -0.59
C -0.39 0.67 0.68
O 1.61 0.51 -0.57
O 0.62 1.40 1.52
S -2.00 -0.78 -2.69
H 0.51 -0.87 -2.41
H -0.49 -1.59 -1.04
H -1.03 -0.09 1.19
H -1.03 1.51 0.41
H 1.56 1.03 0.29
H 0.63 0.90 2.43
*
```

* relative energy (zero: lowest compared OMol25 entry of this formula, charge and spin): 430.37 kJ/mol


# 3
C6H6NO4Tm as an isolated structure at a distorted geometry. Source: the OMol25 dataset; level of theory: wB97M-V/def2-TZVPD.

Structure (ORCA input):
```
! wB97M-V def2-TZVPD RIJCOSX def2/J DEFGRID3
* xyz 2 3
C 2.69 -0.93 -0.45
C 2.67 0.65 -0.12
O 3.77 1.29 -0.41
O 1.60 1.35 0.47
C 0.30 0.95 -0.07
O -0.17 1.68 -0.98
C -0.45 -0.35 0.52
C -1.92 -0.06 1.11
O -2.72 0.80 0.23
C -3.44 -0.15 -0.63
N -4.01 -0.75 -1.52
H 2.01 -1.53 0.25
H 2.54 -1.16 -1.57
H 3.78 -1.27 -0.21
H -0.41 -1.25 -0.21
H 0.20 -0.70 1.43
H -2.48 -1.08 1.12
Tm -3.95 2.52 1.06
*
```

* E_tot: -1672.1915 hartree